The following is a quantum chemistry calculation of 15 unconnected molecules or ions with the total composition C32H51BCl42F3NO4P in a non-equilibrium geometry, from OMol25.

Calculated values
energy above the lowest of the compared OMol25 structures with the same formula, charge and spin: 0.0000 eV
M: 2101.57 g/mol
orbital gap: 7.20 eV
DFT total energy: -587753.52149 eV
highest occupied orbital energy: -5.856 eV

Structure (ORCA input):
```
! wB97M-V def2-TZVPD RIJCOSX def2/J DEFGRID3
* xyz -1 1
C -1.99 5.33 -2.72
C -1.26 4.95 -1.45
O 0.15 5.11 -1.52
P 0.86 3.72 -1.99
O 0.24 3.30 -3.24
C 0.67 2.59 -0.60
C 1.28 1.18 -0.83
C 0.51 0.46 -1.97
B 0.62 -1.19 -1.96
C -0.61 -1.71 -2.99
C -0.94 -0.77 -4.09
N -1.96 -0.04 -4.19
C 0.31 -1.85 -0.48
C 1.47 -2.56 0.26
C 2.43 -1.65 1.03
C 3.74 -2.42 1.33
C 4.18 -2.33 2.80
C 5.70 -2.63 2.93
C 6.43 -1.37 3.40
O 6.17 -0.32 2.48
C 5.74 0.88 3.06
C 2.01 -1.67 -2.66
F 2.17 -1.12 -3.91
F 2.11 -3.01 -2.94
F 3.13 -1.30 -2.02
O 2.39 4.12 -2.11
C 3.08 3.43 -3.19
C 4.52 3.16 -2.72
H -3.05 5.45 -2.49
H -1.88 4.58 -3.49
H -1.64 6.27 -3.14
H -1.57 3.94 -1.17
H -1.62 5.60 -0.66
H 1.26 3.03 0.22
H -0.35 2.54 -0.23
H 1.20 0.68 0.12
H 2.30 1.34 -1.17
H -0.53 0.75 -1.85
H 0.90 0.87 -2.89
H -1.54 -1.87 -2.43
H -0.38 -2.68 -3.45
H -0.23 -0.73 -4.91
H -2.55 -0.21 -3.37
H -0.08 -1.10 0.22
H -0.49 -2.58 -0.57
H 1.01 -3.22 1.01
H 2.07 -3.21 -0.37
H 1.99 -1.34 1.98
H 2.72 -0.77 0.47
H 3.64 -3.48 1.10
H 4.54 -2.02 0.72
H 3.96 -1.37 3.25
H 3.69 -3.14 3.32
H 5.88 -3.41 3.67
H 6.13 -2.96 1.99
H 6.07 -1.14 4.40
H 7.51 -1.55 3.42
H 5.15 1.46 2.35
H 5.09 0.72 3.93
H 6.60 1.49 3.33
H 3.09 4.10 -4.05
H 2.61 2.49 -3.44
H 4.78 2.15 -3.02
H 5.20 3.91 -3.12
H 4.51 3.22 -1.64
C -4.24 4.81 1.24
Cl -2.60 4.35 1.70
Cl -4.23 6.27 0.23
Cl -5.02 3.48 0.40
H -4.80 5.03 2.14
C 0.38 -6.58 -1.09
Cl 1.74 -7.56 -0.51
Cl -0.76 -6.26 0.22
Cl 0.95 -5.09 -1.83
H -0.12 -7.14 -1.87
C -8.60 1.44 1.14
Cl -7.17 0.88 0.27
Cl -9.44 0.09 1.91
Cl -8.17 2.67 2.34
H -9.27 1.89 0.42
C 0.88 -8.55 -4.61
Cl 1.46 -10.16 -5.06
Cl 0.46 -7.61 -6.04
Cl -0.50 -8.67 -3.51
H 1.68 -8.04 -4.09
C -5.56 3.11 -3.63
Cl -4.26 2.08 -3.03
Cl -6.61 3.62 -2.31
Cl -4.89 4.51 -4.48
H -6.15 2.54 -4.33
C 4.22 -3.30 -5.28
Cl 5.82 -3.79 -4.71
Cl 4.34 -1.92 -6.37
Cl 3.39 -4.65 -6.07
H 3.63 -3.01 -4.43
C -11.91 3.33 -1.43
Cl -10.56 3.52 -0.30
Cl -11.51 2.17 -2.69
Cl -13.38 2.86 -0.57
H -12.09 4.29 -1.90
C -1.48 -4.93 -8.53
Cl -2.29 -4.80 -6.97
Cl -0.25 -6.19 -8.49
Cl -2.65 -5.23 -9.82
H -0.99 -3.98 -8.73
C -13.29 2.04 3.87
Cl -11.76 1.41 3.24
Cl -13.22 2.24 5.62
Cl -13.69 3.58 3.09
H -14.07 1.33 3.64
C 10.78 -1.23 5.21
Cl 11.19 -2.94 5.09
Cl 10.42 -0.56 3.62
Cl 9.41 -0.99 6.30
H 11.63 -0.71 5.61
C -6.24 -3.23 0.72
Cl -5.37 -4.48 1.62
Cl -7.33 -2.34 1.79
Cl -5.10 -2.14 -0.07
H -6.83 -3.71 -0.04
C -7.44 -2.32 6.20
Cl -7.02 -4.00 5.88
Cl -7.90 -1.49 4.72
Cl -8.73 -2.21 7.41
H -6.56 -1.82 6.61
C 7.15 2.42 6.60
Cl 6.68 4.01 7.22
Cl 5.72 1.48 6.15
Cl 8.25 2.60 5.24
H 7.66 1.89 7.39
C 9.47 7.16 8.13
Cl 7.71 7.24 8.27
Cl 10.01 5.50 7.86
Cl 10.04 8.22 6.84
H 9.89 7.50 9.06
*
```